8
Properties=species:S:1:pos:R:3:forces:R:3:mulliken_charge:R:1 method="wB97M-V/def2-TZVPD" orbital_gap_ha="0.30488 / 0.17754" e_homo_ev="-4.862 / -4.174" e_tot_ev=-11313.548 total_charge=-1 e_above_lowest_ev=4.562 lumo_energy_ev="3.43 / 0.66" spin_multiplicity=1
C 1.913303 -0.790438 0.758888 -0.971 -1.000 2.859 0.751
C -1.645152 0.611326 -0.277598 -0.128 -3.387 4.209 -0.669
C -1.800620 1.185916 -1.325159 -1.485 3.518 -6.089 0.839
O 2.498093 -0.419848 -0.207131 0.867 1.035 -2.394 -0.657
O 2.238681 -1.613443 1.685534 3.055 -2.495 0.800 -0.535
O -2.045544 1.743425 -2.387631 0.859 -0.993 2.088 -0.496
O 0.799039 -0.538470 1.345985 -3.095 2.506 -1.261 -0.539
H -1.957801 -0.178469 0.407112 0.897 0.816 -0.212 0.306


11
Properties=species:S:1:pos:R:3:forces:R:3:mulliken_charge:R:1 method="wB97M-V/def2-TZVPD" orbital_gap_ha=0.29637 e_homo_ev=-8.200 e_tot_ev=-7658.462 e_above_lowest_ev=3.994 lumo_energy_ev=-0.14 spin_multiplicity=1
N 1.070897 0.127436 -1.690246 -0.099 0.171 -0.070 -0.587
C 0.260575 0.175149 -0.527770 -0.125 0.146 0.157 0.367
C -0.428575 1.147891 0.148779 0.161 -0.468 -0.020 -0.817
C -0.906672 0.363477 1.320309 -0.106 0.031 0.066 -0.194
N -0.511992 -1.056911 1.227195 0.167 0.223 -0.280 -0.650
N 0.167251 -1.048414 0.170013 -0.041 -0.082 0.112 0.421
H 1.598795 0.991549 -1.751104 -0.008 -0.128 -0.011 0.287
H 0.504840 0.072498 -2.532031 0.054 0.000 0.098 0.260
H -0.400885 0.722887 2.231747 -0.085 -0.013 -0.046 0.271
H -1.980163 0.411542 1.539616 0.142 0.020 -0.040 0.334
H 0.625928 -1.907104 -0.136507 -0.061 0.100 0.033 0.309


14
Properties=species:S:1:pos:R:3:forces:R:3:mulliken_charge:R:1 method="wB97M-V/def2-TZVPD" orbital_gap_ha=0.37961 e_homo_ev=-10.002 e_tot_ev=-10853.908 smiles="NC[C@@H](O)C(=O)O" e_above_lowest_ev=4.460 lumo_energy_ev=0.33 spin_multiplicity=1
C 1.160055 -0.524583 -0.161534 1.922 -2.415 1.217 -0.384
C 0.099586 0.338556 0.463121 2.923 0.895 0.859 -0.213
C -1.056267 -0.420233 0.064077 -5.772 -0.531 -0.657 0.609
H 3.054204 -1.080990 0.690923 -1.096 3.737 -1.966 0.303
H 2.579888 0.836306 0.441346 1.332 -3.951 -1.017 0.294
H 0.824630 -1.585733 0.271703 1.544 1.965 -1.431 0.286
H 0.904944 -0.443700 -1.227243 0.309 -0.551 0.131 0.226
H -0.015166 0.319852 1.724357 0.879 0.954 -3.487 0.220
H -0.151961 1.574896 -1.255544 1.135 0.006 3.387 0.386
H -1.745429 1.241622 0.462304 -0.734 0.567 -0.226 0.396
N 2.688635 -0.234098 -0.026961 -2.353 0.488 3.419 -0.578
O 0.203117 1.686498 -0.261126 -1.763 -1.607 -0.720 -0.532
O -2.167398 0.446927 0.103977 1.230 -1.131 0.041 -0.507
O -1.222194 -1.581676 -0.231989 0.445 1.573 0.450 -0.506


13
Properties=species:S:1:pos:R:3:forces:R:3:mulliken_charge:R:1 method="wB97M-V/def2-TZVPD" orbital_gap_ha=0.38461 e_homo_ev=-10.045 e_tot_ev=-6786.456 smiles="C=CC#N.C=C" e_above_lowest_ev=2.056 lumo_energy_ev=0.42 spin_multiplicity=1
N -0.724817 1.431544 -2.361582 0.844 -0.673 0.481 -0.414
C 0.118119 0.762843 -1.930337 -0.723 0.608 -0.387 0.299
C 1.162939 -0.092777 -1.437727 0.164 -0.023 0.164 -0.119
C 1.654283 0.001273 -0.203604 -0.026 0.005 -0.196 -0.567
C -0.954130 0.109805 1.741171 -0.131 -0.080 -0.101 -0.652
C -1.539742 -0.566517 0.759945 0.034 0.081 0.147 -0.455
H 1.520386 -0.842310 -2.136324 -0.018 0.089 0.061 0.302
H 2.433680 -0.674766 0.132697 -0.087 0.079 -0.086 0.257
H 1.282361 0.727846 0.510040 0.094 -0.073 -0.191 0.253
H -0.527090 -0.387037 2.609501 -0.111 0.046 -0.112 0.258
H -0.859222 1.193509 1.704505 -0.072 -0.154 0.012 0.321
H -1.939896 -0.065424 -0.118683 0.028 -0.056 0.174 0.293
H -1.621615 -1.650651 0.784526 0.005 0.153 0.036 0.224


9
Properties=species:S:1:pos:R:3:forces:R:3:mulliken_charge:R:1 method="wB97M-V/def2-TZVPD" orbital_gap_ha=0.32507 e_homo_ev=-9.184 e_tot_ev=-12474.022 smiles=C#[PH2].C#C e_above_lowest_ev=4.616 lumo_energy_ev=-0.34 spin_multiplicity=1
C 2.508519 0.282317 -0.389276 2.055 1.394 -2.030 -0.169
C 1.768374 -0.476287 0.128715 -2.672 -1.328 1.058 -0.473
C -1.323958 0.415344 1.317348 -0.330 -0.101 -0.772 -0.502
P -1.922108 0.024501 -0.158831 -1.567 -2.719 0.972 0.112
H 3.166568 0.815126 -1.074156 -0.382 -0.243 0.916 0.354
H -0.639269 1.246343 1.394342 0.312 0.298 -0.116 0.275
H 0.862466 -0.979484 0.469358 1.092 0.151 0.073 0.271
H -1.737434 -0.063578 -1.536425 0.783 0.954 -0.548 0.062
H -2.683160 -1.264286 -0.151075 0.709 1.595 0.448 0.070


65
Properties=species:S:1:pos:R:3:forces:R:3:mulliken_charge:R:1 method="wB97M-V/def2-TZVPD" orbital_gap_ha=0.13985 e_homo_ev=-3.787 e_tot_ev=-65862.852 e_above_lowest_ev=5.794 lumo_energy_ev=0.02 spin_multiplicity=1
P 0.740359 -2.673128 0.226225 -0.400 4.194 -0.251 1.301
P 0.527272 1.974367 0.591338 -1.044 2.236 -0.367 0.541
C 0.258388 -0.978012 -0.423766 0.555 -2.157 -1.696 1.641
C 1.016465 0.392684 -0.273638 0.152 -0.141 -0.475 -0.884
H -0.888916 -1.023771 -0.657241 1.374 0.167 0.553 -0.578
H 0.612585 -1.273454 -1.444998 -0.535 0.477 0.616 -1.029
H 2.007940 0.211927 0.148123 0.057 -0.052 -0.075 0.255
H 1.113474 0.736978 -1.316878 0.480 -0.394 0.400 0.317
C -0.636146 2.702307 -0.675885 0.368 0.802 -1.136 -0.731
H -1.117766 3.650421 -0.347244 0.413 -0.687 0.219 0.390
H -1.468673 1.997154 -0.953657 0.877 1.628 -0.470 -0.483
H -0.055076 2.924538 -1.594070 -0.729 0.225 0.386 0.458
C 1.966069 3.089321 0.326522 0.348 0.087 -0.764 -1.354
H 1.663069 3.848223 -0.404883 0.271 -0.032 0.091 0.417
H 2.822715 2.542189 -0.072094 0.142 0.081 -0.068 0.310
H 2.268209 3.578916 1.263465 -0.285 -0.375 -0.269 0.373
C -0.342052 -3.860828 -0.533726 -0.251 -0.890 -0.372 -1.415
H -0.477694 -4.730323 0.115286 0.146 0.091 0.072 0.457
H -0.019135 -4.233336 -1.507976 0.239 0.223 0.095 0.363
H -1.332069 -3.427056 -0.686331 0.040 0.298 0.212 0.430
C 2.473287 -2.661756 -0.208253 0.651 -0.799 0.117 -1.238
H 2.818446 -1.617275 -0.108114 -0.152 -0.584 0.081 0.321
H 2.615931 -2.974849 -1.256133 -0.021 0.047 0.466 0.334
H 3.030087 -3.312534 0.486839 0.075 0.211 -0.438 0.494
Mg -1.776350 0.541585 0.025349 -2.689 -0.954 1.488 0.065
C -0.116450 1.194445 -3.350053 -0.855 0.851 -0.454 -0.010
C -1.469831 1.195003 -3.328272 0.324 0.613 -0.728 -0.524
C -2.280569 0.334830 -4.265004 -0.434 -0.154 -0.190 -1.033
C -1.694184 -1.068410 -4.513611 -0.490 0.652 -0.068 -0.983
C -0.987635 -1.650504 -3.319797 1.021 -1.389 -0.843 -0.168
C 0.362092 -1.760984 -3.355130 -0.468 -0.622 -0.895 0.002
C 1.221628 -0.874222 -4.229830 0.043 -0.160 -0.503 -1.089
C 0.679936 0.564047 -4.452174 0.684 -0.360 -0.222 -1.511
C 0.493583 -2.558445 1.962558 0.100 -0.708 0.902 -0.834
H 0.455618 1.900020 -2.738278 -0.395 -0.432 -0.487 0.868
H -2.066440 2.007073 -2.883720 0.590 -0.714 0.359 0.635
H -2.348127 0.825382 -5.252562 -0.151 0.082 0.305 0.395
H -3.306983 0.211199 -3.881622 0.411 0.298 -0.032 0.354
H -2.512907 -1.748576 -4.796049 0.124 0.122 0.292 0.520
H -1.069705 -1.032255 -5.422107 0.087 -0.221 0.658 0.301
H -1.620087 -2.169010 -2.576095 0.459 0.130 -0.551 0.340
H 0.903248 -2.657486 -2.981291 -0.418 0.885 0.695 0.543
H 1.298961 -1.331686 -5.233952 0.239 0.025 0.285 0.388
H 2.257581 -0.799332 -3.845318 -0.505 -0.276 0.040 0.302
H 1.557616 1.210065 -4.588664 -0.129 -0.131 -0.092 0.434
H 0.160769 0.582734 -5.421918 -0.082 0.178 0.453 0.395
H 0.727747 -1.527913 2.274681 0.053 -0.337 -0.027 -0.035
H 1.104315 -3.300194 2.503986 -0.373 0.309 0.042 0.467
H -0.580141 -2.731038 2.126019 0.246 0.049 0.161 0.386
O -2.301961 0.755588 2.137054 0.608 -0.056 2.264 -0.992
C -1.370463 0.819351 3.018554 1.812 -0.284 -2.491 0.291
N -0.099763 0.804586 2.518740 -0.193 -1.991 1.860 -0.075
S 1.115863 1.244639 3.561515 -1.961 0.004 -0.993 1.088
O 2.120824 0.213945 3.631207 0.046 -0.194 -0.046 -0.720
O 1.589480 2.601872 3.362536 -0.055 -0.725 0.105 -0.695
C 0.002704 1.234616 4.882263 0.542 0.651 1.561 0.590
C 0.433339 1.644045 6.134829 -0.914 -0.001 0.393 -0.646
C -0.536763 1.717250 7.144055 -0.152 -0.308 -0.374 -0.560
C -1.846644 1.276250 6.859885 0.309 -0.113 0.133 -0.468
C -2.234865 0.863544 5.572854 0.431 -0.027 -0.426 -0.511
C -1.310467 0.936395 4.511087 -0.098 0.520 1.296 0.199
H 1.474879 1.927576 6.305190 -0.370 -0.121 -0.074 0.422
H -0.258176 2.073572 8.140525 -0.243 -0.210 -0.345 0.380
H -2.564490 1.230928 7.688519 0.222 0.029 -0.483 0.347
H -3.203980 0.416832 5.381159 -0.149 0.433 0.106 0.449